#1
A cluster of 7 separate species, H14O7 in total. Source: the Open Molecules 2025 dataset; level of theory: ωB97M-V with the def2-TZVPD basis set.

Geometry as XYZ:
```
21
Properties=species:S:1:pos:R:3:nbo_charge:R:1
O -2.23136 -0.83088 0.11786 -1.0375
H -2.76177 -0.63340 -0.65228 0.4981
H -1.84601 -1.76884 0.19350 0.5098
O -0.10946 0.40122 1.57484 -0.9594
H -0.90174 0.17404 1.05463 0.4904
H 0.38408 -0.40470 1.44739 0.4886
O 0.67727 2.50103 0.10021 -1.0207
H 0.38925 1.79091 0.76895 0.5098
H 1.05546 3.23418 0.59178 0.4837
O -1.21374 1.36613 -1.33408 -0.9638
H -0.78773 2.16614 -0.91841 0.4979
H -1.19897 0.85390 -0.50690 0.4611
O 1.38771 0.49943 -1.72276 -0.9735
H 0.54862 0.90696 -1.63238 0.5030
H 2.07528 1.08235 -1.38506 0.4870
O 1.81841 -1.32002 0.29476 -1.0010
H 1.61314 -0.76888 -0.50297 0.5204
H 2.26541 -2.11106 0.07644 0.4885
O -0.55477 -2.64012 0.58113 -0.9482
H 0.20972 -2.03483 0.39447 0.4951
H -0.81878 -2.46358 1.45889 0.4708
```

Results
net charge	0
HOMO	-11.36	eV
frontier orbital gap	11.9	eV

=====

#2
A cluster of 7 separate species, H14O7 in total. Source: the Open Molecules 2025 dataset; level of theory: ωB97M-V with the def2-TZVPD basis set.

Geometry as XYZ:
```
21
Properties=species:S:1:pos:R:3:nbo_charge:R:1
O -0.57518 0.65772 0.69252 -0.9124
H -0.29912 1.31676 0.01874 0.4666
H -1.44544 0.44484 0.36357 0.4369
O 1.58726 -0.68571 1.58430 -0.9248
H 1.40320 -1.01519 0.73959 0.4768
H 2.55178 -0.89720 1.85842 0.4532
O 2.53120 2.69912 -0.78202 -0.9388
H 1.93599 3.19356 -1.37222 0.4662
H 3.30415 3.25583 -0.67031 0.4732
O -4.38979 0.80709 -0.69651 -0.9186
H -3.47557 0.58498 -1.04698 0.4550
H -4.90922 0.08945 -0.81460 0.4634
O -3.34869 -0.16144 1.05822 -0.9349
H -2.73513 -0.86913 0.77922 0.4686
H -2.86725 0.74184 1.09129 0.4757
O -0.42138 -2.45095 -1.39639 -0.9515
H -0.09070 -3.34426 -1.43313 0.4751
H 0.05501 -1.93396 -2.12856 0.4769
O 4.35723 -0.83710 -0.21497 -0.9428
H 3.58711 -0.64094 0.33720 0.4682
H 5.05997 -1.15640 0.31657 0.4680
```

Results
net charge	0
HOMO	-9.79	eV
frontier orbital gap	10.0	eV

=====

It turns out #1 is the most stable, with the second structure 0.1003 hartree higher.

=====

#1
A cluster of 7 separate species, H14O7 in total. Source: the Open Molecules 2025 dataset; level of theory: ωB97M-V with the def2-TZVPD basis set.

Geometry as XYZ:
```
21
Properties=species:S:1:pos:R:3:nbo_charge:R:1
O 3.40554 0.22876 -0.06356 -0.9530
H 3.26801 0.48986 -0.96624 0.4667
H 3.03164 1.01869 0.32128 0.4969
O 1.42477 2.17609 0.85734 -0.9868
H 0.93297 1.68964 0.13163 0.5037
H 0.94728 1.92928 1.65941 0.4694
O 1.54280 -1.74854 -1.00485 -0.9653
H 2.09202 -1.22276 -0.32814 0.5016
H 0.97479 -1.02245 -1.39294 0.4965
O -2.83697 -0.83015 0.62253 -0.9615
H -2.88033 -1.51356 -0.05012 0.4778
H -1.92550 -0.86060 0.98609 0.5006
O -2.90990 1.40660 -0.66316 -0.9487
H -3.10032 1.43103 -1.62268 0.4676
H -3.08088 0.52844 -0.41632 0.4873
O -0.30901 0.55138 -0.62031 -1.0261
H -0.29180 -0.18331 0.04587 0.4750
H -1.22446 0.82048 -0.70668 0.5045
O -0.25471 -1.76216 0.93750 -0.9824
H 0.27206 -1.27662 1.54122 0.4653
H 0.48436 -2.00400 0.27374 0.5110
```

Results
net charge	0
HOMO	-11.58	eV
frontier orbital gap	11.8	eV

=====

#2
A cluster of 7 separate species, H14O7 in total. Source: the Open Molecules 2025 dataset; level of theory: ωB97M-V with the def2-TZVPD basis set.

Geometry as XYZ:
```
21
Properties=species:S:1:pos:R:3:nbo_charge:R:1
O 0.84948 -1.83405 -0.81552 -0.9842
H 1.18648 -1.00105 -1.07852 0.4691
H 0.69248 -1.69005 0.11948 0.4673
O -0.31752 -2.06805 1.66448 -0.9661
H -0.04452 -2.54805 2.41648 0.4698
H -0.22052 -1.12205 1.82948 0.4972
O -1.90852 1.84495 -2.17552 -0.9544
H -2.48952 1.91695 -2.91752 0.4547
H -2.32952 1.08495 -1.75652 0.4808
O -0.34752 0.71995 1.07648 -0.9890
H -1.07552 0.71395 0.39748 0.5055
H 0.49048 0.88395 0.68448 0.4902
O 3.40548 0.84195 1.66848 -0.9462
H 3.87148 0.03395 1.52948 0.4765
H 2.60848 0.66595 2.12948 0.4772
O 1.75448 0.50795 -0.95652 -0.9829
H 2.54248 0.51995 -0.40652 0.5051
H 1.82748 1.04195 -1.79852 0.5089
O -3.23252 0.10595 -0.51652 -0.9475
H -3.14652 -0.81705 -0.32052 0.4907
H -4.11652 0.19795 -0.77352 0.4773
```

Results
net charge	0
HOMO	-9.95	eV
frontier orbital gap	10.3	eV

=====

It turns out #1 is the most stable, with the second structure 0.0210 hartree higher.

=====

#1
A cluster of 7 separate species, H14O7 in total. Source: the Open Molecules 2025 dataset; level of theory: ωB97M-V with the def2-TZVPD basis set.

Geometry as XYZ:
```
21
Properties=species:S:1:pos:R:3:nbo_charge:R:1
O -14.81029 -28.98979 1.36667 -0.9563
H -14.22852 -28.24455 1.21278 0.4530
H -15.54103 -28.75701 0.74858 0.4794
O -16.33045 -28.43115 -2.88215 -1.0299
H -16.68686 -28.28921 -1.97170 0.5047
H -15.38347 -28.56524 -2.70190 0.4979
O -18.21234 -26.26697 -3.42780 -0.9476
H -17.60964 -27.01379 -3.49417 0.4828
H -18.73960 -26.42048 -4.19900 0.4539
O -12.74770 -29.03811 -4.02509 -0.9310
H -12.22220 -28.25036 -4.19912 0.4806
H -12.11079 -29.72645 -3.81055 0.4886
O -16.03073 -27.12522 -5.29498 -0.9525
H -16.83014 -26.74903 -5.55103 0.4577
H -16.23246 -27.83165 -4.69746 0.4854
O -16.60940 -27.79999 -0.24714 -0.9362
H -16.05501 -27.03717 -0.02376 0.4897
H -17.42962 -27.51991 0.13831 0.4919
O -13.90367 -27.81590 -1.94351 -0.9776
H -13.37622 -28.16696 -2.69420 0.4899
H -14.35771 -27.01625 -2.38277 0.4756
```

Results
net charge	0
HOMO	-10.81	eV
frontier orbital gap	11.0	eV

=====

#2
A structure of composition H14O7. Source: the Open Molecules 2025 dataset; level of theory: ωB97M-V with the def2-TZVPD basis set.

Geometry as XYZ:
```
21
Properties=species:S:1:pos:R:3:nbo_charge:R:1
O 0.69937 -1.13202 -1.25931 -0.8665
H -0.00705 -1.72279 -0.99817 0.5200
H 1.30864 -1.14545 -0.52119 0.4894
O 0.53876 0.67683 -0.09331 -0.9558
H 0.46077 0.03922 0.61634 0.4609
H 0.58147 0.14636 -0.88894 0.4767
O -1.97972 0.91139 -0.59768 -0.9758
H -2.60825 1.60784 -0.78783 0.4693
H -1.12878 1.34969 -0.59698 0.4946
O -1.37198 -0.63892 2.41744 -0.9705
H -0.95532 -0.64692 1.55572 0.4742
H -2.19973 -0.17845 2.27951 0.4827
O 0.18102 -0.65513 -3.29122 -0.9571
H 0.60509 -0.57933 -2.43644 0.4516
H -0.53437 -1.27522 -3.15005 0.4406
O 0.54923 -1.09812 1.47420 -0.9491
H 0.50358 -1.42743 2.37181 0.5377
H 1.48588 -1.00600 1.29972 0.4869
O 1.54398 2.47823 0.66917 -0.9991
H 1.18867 1.62426 0.42276 0.4490
H 1.13874 2.67194 1.51445 0.4401
```

Results
net charge	0
HOMO	-9.84	eV
frontier orbital gap	9.4	eV

=====

#3
A cluster of 7 separate species, H14O7 in total. Source: the Open Molecules 2025 dataset; level of theory: ωB97M-V with the def2-TZVPD basis set.

Geometry as XYZ:
```
21
Properties=species:S:1:pos:R:3:nbo_charge:R:1
O -0.02146 -0.12688 0.27687 -0.9589
H 0.85037 -0.00343 0.48936 0.4931
H -0.28024 0.04917 -0.50382 0.4822
O 2.37193 2.49728 -0.19752 -0.9290
H 2.64857 1.53790 -0.34062 0.4696
H 2.86054 2.53553 -1.04141 0.4474
O -0.96257 -0.28442 3.01220 -0.9357
H -0.42315 -0.16309 2.23745 0.4703
H -0.47610 0.28546 3.70745 0.4586
O -3.04059 0.30742 0.33903 -0.9419
H -2.20005 0.24053 0.22513 0.4654
H -3.53446 1.10423 0.11516 0.4755
O 3.08662 -0.22205 -0.25133 -0.9770
H 3.40989 -1.14762 0.21915 0.5045
H 3.40333 -0.45524 -1.18397 0.4861
O -1.10383 -2.58902 0.17659 -0.9506
H -0.52317 -1.92580 0.42188 0.4797
H -1.03285 -2.80814 -0.73553 0.4557
O -1.38181 0.50583 -2.32101 -0.9569
H -1.56350 -0.34152 -2.59926 0.4790
H -2.08747 1.00386 -2.04582 0.4829
```

Results
net charge	0
HOMO	-10.71	eV
frontier orbital gap	10.4	eV

=====

#4
A cluster of 7 separate species, H14O7 in total. Source: the Open Molecules 2025 dataset; level of theory: ωB97M-V with the def2-TZVPD basis set.

Geometry as XYZ:
```
21
Properties=species:S:1:pos:R:3:nbo_charge:R:1
O -1.90720 -2.01691 -0.16174 -0.9800
H -1.24885 -1.39605 -0.58134 0.5104
H -1.48908 -2.09774 0.74567 0.4798
O -2.04441 1.94917 0.01672 -0.9822
H -2.20706 2.48555 -0.77051 0.4778
H -2.77062 1.32214 0.10300 0.5048
O -3.84055 -0.00050 0.30950 -0.9755
H -4.38343 -0.21236 -0.44850 0.4725
H -3.22960 -0.79950 0.23199 0.5075
O -0.09928 -0.05022 -0.19622 -1.0539
H -0.79482 0.68174 -0.04624 0.5164
H 0.45840 0.01587 0.62074 0.5113
O 4.07407 0.13201 0.28165 -0.9765
H 3.84624 0.91287 -0.28605 0.4973
H 3.78857 -0.64842 -0.24778 0.4958
O 2.25650 -0.00506 -1.48821 -1.0070
H 1.34049 0.03640 -1.13258 0.5079
H 2.18526 -0.41633 -2.32679 0.4686
O 1.66629 -0.17738 1.74691 -0.9626
H 2.55181 -0.31839 1.36694 0.5089
H 1.84726 0.60313 2.26284 0.4786
```

Results
net charge	0
HOMO	-11.24	eV
frontier orbital gap	11.8	eV

=====

It turns out #4 is the most stable, with the second structure 0.0385 hartree higher.